Entry 1:
Formula: C3H9NS2
Source: the OMol25 dataset
Level of theory: ωB97M-V/def2-TZVPD

XYZ file:
```
15
Properties=species:S:1:pos:R:3:nbo_charge:R:1
N 1.76741 0.03972 -0.90047 -0.8525
C 1.19232 0.60638 0.30515 -0.2348
C 0.88149 -0.44500 1.34301 -0.5188
S -0.58112 -1.54007 1.08093 0.0657
S -1.17443 -1.29592 -0.87898 0.0678
C -2.46359 0.00842 -0.71937 -0.7346
H 2.67969 0.39920 -1.11642 0.3627
H 1.16034 0.13607 -1.69593 0.3720
H 1.93082 1.24033 0.79838 0.1945
H 0.32272 1.22609 0.11830 0.1852
H 1.73609 -1.10081 1.47184 0.2187
H 0.64206 0.01996 2.30735 0.2136
H -3.22957 -0.23943 -1.45716 0.2217
H -2.81406 -0.03100 0.30372 0.2331
H -2.05015 0.97606 -0.96035 0.2057
```

Its HOMO-LUMO gap is 0.3463 Ha. The energy above the lowest of the compared OMol25 structures with the same formula, charge and spin comes out at 6.1 kcal/mol. As for the charge: 0. The calculation puts the HOMO energy at -8.7 eV. The structure (SMILES) is CSSCCN.

Entry 2:
Formula: C3H9NS2
Source: the OMol25 dataset
Level of theory: ωB97M-V/def2-TZVPD

XYZ file:
```
15
Properties=species:S:1:pos:R:3:nbo_charge:R:1
N 1.91154 -0.11187 -0.48529 -0.8306
C 0.44251 -0.12828 -0.22021 -0.0931
C 0.22148 -1.11362 0.87998 -0.6182
C -0.23370 1.21735 -0.03541 -0.6055
S 0.54768 2.59469 -0.78594 0.2023
S -2.67958 -0.62111 -0.86046 -0.3101
H 2.39898 0.67289 -0.06080 0.3503
H 2.09395 -0.00707 -1.47737 0.3637
H -0.02542 -0.53359 -1.12726 0.2046
H -0.84241 -1.38508 0.86802 0.2269
H 0.38449 -0.65976 1.86571 0.1930
H 0.88849 -1.96406 0.82844 0.2390
H -0.40429 1.41033 1.03078 0.2441
H -1.20709 1.28145 -0.60637 0.3199
H -3.49663 -0.65227 0.18619 0.1138
```

Its HOMO-LUMO gap is 0.1633 Ha. The energy above the lowest of the compared OMol25 structures with the same formula, charge and spin comes out at 110.8 kcal/mol. As for the charge: 0. The calculation puts the HOMO energy at -8.7 eV.

Entry 3:
Formula: C3H9O
Source: the OMol25 dataset
Level of theory: ωB97M-V/def2-TZVPD

XYZ file:
```
13
Properties=species:S:1:pos:R:3:nbo_charge:R:1
O 1.73277 1.71989 1.12582 -1.3437
H 1.04364 2.11492 0.46327 0.3695
C 0.46057 -0.03069 -0.98625 -0.6359
C -0.66378 -0.25555 0.15562 -0.4085
C -1.58000 -1.47895 -0.17458 -0.6206
H 0.78444 -0.97807 -1.50345 0.1603
H 1.50911 0.25274 -0.56924 0.3000
H 0.04407 0.62298 -1.67743 0.1786
H -1.21202 0.69420 0.09671 0.1907
H -0.10565 -0.36512 1.11057 0.2426
H -2.66060 -1.57749 0.10585 0.1897
H -1.43499 -1.67652 -1.33139 0.1852
H -1.13087 -2.25568 0.32978 0.1923
```

Its HOMO-LUMO gap is 0.2241 Ha. The energy above the lowest of the compared OMol25 structures with the same formula, charge and spin comes out at 28.8 kcal/mol. As for the charge: -1. The calculation puts the HOMO energy at -2.1 eV.

Entry 4:
Formula: C3H9O
Source: the OMol25 dataset
Level of theory: ωB97M-V/def2-TZVPD

XYZ file:
```
13
Properties=species:S:1:pos:R:3:nbo_charge:R:1
O -3.06110 -0.41611 -0.26026 -1.3798
H -3.82846 -0.02096 -0.69418 0.3852
C 2.21425 0.36457 -0.55979 -0.6039
C 0.82210 -0.20779 -0.25632 -0.4017
C 0.30745 0.20519 1.10518 -0.6116
H 2.82198 0.34812 0.34576 0.1848
H 2.74663 -0.22393 -1.31074 0.1903
H 2.18010 1.39368 -0.90815 0.1914
H 0.07939 0.10127 -1.00051 0.2331
H 0.89281 -1.28824 -0.39822 0.1863
H -0.71871 -0.13396 1.24498 0.2714
H 0.30592 1.29521 1.18266 0.1864
H 0.92036 -0.19333 1.91972 0.1681
```

Its HOMO-LUMO gap is 0.2174 Ha. The energy above the lowest of the compared OMol25 structures with the same formula, charge and spin comes out at 3.9 kcal/mol. As for the charge: -1. The calculation puts the HOMO energy at -2.0 eV.

Entry 5:
Formula: C3H9O2
Source: the OMol25 dataset
Level of theory: ωB97M-V/def2-TZVPD

XYZ file:
```
14
Properties=species:S:1:pos:R:3:nbo_charge:R:1
C -0.50719 2.31787 1.20664 -0.2148
O -0.94842 1.67795 0.07188 -0.9424
H 0.42219 2.89296 1.00946 0.0985
H -1.22758 3.01598 1.68270 0.0976
H -0.28034 1.58713 2.01873 0.1091
C 0.03213 -1.33446 -0.77876 -0.0452
O 0.35368 -0.43583 0.24608 -0.8114
C 1.06628 -2.47395 -0.80126 -0.6375
H -0.94402 -1.80240 -0.54256 0.1172
H -0.06873 -0.81970 -1.74070 0.1413
H -0.23369 0.43330 0.08382 0.5039
H 0.66167 -3.43027 -1.12048 0.1814
H 1.92350 -2.17852 -1.41581 0.1852
H 1.44820 -2.48936 0.22175 0.2169
```

Its HOMO-LUMO gap is 0.2642 Ha. The energy above the lowest of the compared OMol25 structures with the same formula, charge and spin comes out at 14.2 kcal/mol. As for the charge: -1. The calculation puts the HOMO energy at -3.0 eV.

Entry 6:
Formula: C3H9O2P
Source: the OMol25 dataset
Level of theory: ωB97M-V/def2-TZVPD

XYZ file:
```
15
Properties=species:S:1:pos:R:3:nbo_charge:R:1
C 1.08498 2.02670 -0.24170 -0.2635
C 0.05504 -1.83690 0.26045 -0.2790
C -0.54626 0.31492 -0.58136 0.1732
O 0.16701 1.07904 0.29279 -0.5591
O 0.07003 -0.91227 -0.81111 -0.5348
P -2.37260 0.49038 0.00340 0.2003
H 1.74022 2.42521 0.59988 0.2011
H 0.70536 2.95190 -0.65348 0.1781
H 1.75293 1.55004 -1.10286 0.1783
H 0.54325 -2.78004 -0.22162 0.1985
H -0.94324 -2.20925 0.56491 0.1750
H 0.54471 -1.56325 1.25707 0.1868
H -0.63872 0.78937 -1.59039 0.1718
H -2.93177 -0.84115 -0.10891 -0.0189
H -2.30314 0.20984 1.45610 -0.0080
```

Its HOMO-LUMO gap is 0.3826 Ha. The energy above the lowest of the compared OMol25 structures with the same formula, charge and spin comes out at 65.3 kcal/mol. As for the charge: 0. The calculation puts the HOMO energy at -9.4 eV. The structure (SMILES) is COC(P)OC.

Entry 7:
Formula: C3H9O2S
Source: the OMol25 dataset
Level of theory: ωB97M-V/def2-TZVPD

XYZ file:
```
15
Properties=species:S:1:pos:R:3:nbo_charge:R:1
C 1.58875 -0.80045 1.00828 -0.0372
O 2.53113 0.22095 0.79666 -0.7957
C 0.10541 -0.50704 0.73926 -0.4382
C -0.30230 -0.08451 -0.64316 -0.4247
S -3.18419 0.75124 -0.10218 -0.3627
H 1.95858 -1.67906 0.44379 0.1716
H 1.59119 -0.96439 2.08959 0.1472
H -0.32274 0.20380 1.44576 0.1987
H -0.32098 -1.47943 1.05232 0.1912
H -0.00235 0.92114 -0.91469 0.2354
H -0.17609 -0.82293 -1.42873 0.2520
H -1.42733 0.01556 -0.54152 0.1447
H 2.50185 0.46521 -0.19527 0.5225
H 2.06764 0.09190 -2.49486 0.4165
O 2.13419 -0.27940 -1.60610 -1.2212
```

Its HOMO-LUMO gap is 0.1790 Ha. The energy above the lowest of the compared OMol25 structures with the same formula, charge and spin comes out at 93.2 kcal/mol. As for the charge: -1. The calculation puts the HOMO energy at -4.2 eV.

Entry 8:
Formula: C3H9O3
Source: the OMol25 dataset
Level of theory: ωB97M-V/def2-TZVPD

XYZ file:
```
15
Properties=species:S:1:pos:R:3:nbo_charge:R:1
C 0.74517 -0.20524 0.71195 -0.0165
O 0.19888 -0.86875 -0.32611 -0.9919
C -0.26129 0.44154 1.59924 -0.4598
C -1.64809 0.86225 0.70679 -0.0477
O -1.37064 1.10625 -0.63486 -0.7716
H 1.55497 -0.73372 1.40516 0.0770
H 1.34315 0.63749 0.05128 0.0643
H 0.09103 1.40640 1.91958 0.1767
H -0.57519 -0.21511 2.43204 0.1700
H -2.12586 -0.12930 0.76634 0.1444
H -2.27784 1.60523 1.10906 0.1480
H -0.93662 0.40026 -1.05407 0.5105
H 1.65635 -2.16669 -2.56492 0.4891
H 1.76400 -0.63507 -2.85048 0.4866
O 1.84199 -1.50554 -3.27101 -0.9793
```

Its HOMO-LUMO gap is 0.2562 Ha. The energy above the lowest of the compared OMol25 structures with the same formula, charge and spin comes out at 36.8 kcal/mol. As for the charge: -1. The calculation puts the HOMO energy at -2.7 eV.